Here is a single C7H10N2 molecule in a non-equilibrium geometry from the OMol25 dataset. Energies are from the ωB97M-V functional and the def2-TZVPD basis.

Structure (XYZ):
```
19
Properties=species:S:1:pos:R:3:forces:R:3
C 2.24370 -0.24913 1.64138 -0.09 0.20 -0.11
C 2.11306 0.65051 0.66699 0.22 -0.12 0.22
C 0.92264 0.86297 -0.16007 -0.34 0.36 -0.31
C 0.97577 1.55571 -1.30456 0.10 -0.19 0.26
N -0.28593 0.34638 0.35492 0.21 -0.39 0.16
C -1.26394 -0.32466 -0.33664 -0.10 -1.62 -0.75
C -2.49225 -0.62941 0.47322 -0.79 0.02 0.28
C -1.13862 -1.55766 -1.62747 0.78 1.96 1.54
N -1.24227 -0.27017 -1.74616 -0.47 -0.40 -0.41
H 1.46394 -0.95362 1.90136 -0.07 0.00 -0.03
H 3.15263 -0.31609 2.21949 0.10 -0.01 -0.03
H 2.94768 1.30433 0.43193 -0.04 -0.06 0.01
H 1.92443 1.93965 -1.65102 0.06 -0.07 0.00
H 0.10453 1.71299 -1.91572 -0.07 0.06 0.00
H -0.26684 0.15442 1.34779 -0.03 0.06 -0.19
H -3.00256 -1.53902 0.17558 0.18 0.06 -0.38
H -2.31331 -0.76569 1.54011 0.45 0.13 0.02
H -3.22171 0.18326 0.40511 0.14 0.18 -0.11
H -0.62095 -2.10477 -2.41624 -0.24 -0.16 -0.18
```
Positions in Å, forces in eV/Å.

The value obtained for the HOMO energy is -7.71 eV. Its total energy is -382.0861 a.u. As for the SMILES: C=CC(=C)N[C@]1(C)C=N1. The energy above the lowest of the compared OMol25 structures with the same formula, charge and spin is 435.94 kJ/mol. As for the HOMO-LUMO gap: 8.49 eV.

Charge distribution, Mulliken scheme, values in e:
1 C -0.86
2 C -0.26
3 C 0.68
4 C -1.07
5 N -0.28
6 C 1.13
7 C -1.21
8 C -0.73
9 N -0.39
10 H 0.28
11 H 0.26
12 H 0.26
13 H 0.29
14 H 0.37
15 H 0.29
16 H 0.37
17 H 0.37
18 H 0.27
19 H 0.24